The following is a DFT calculation (ωB97M-V/def2-TZVPD) of a structure of composition C2ClNa4O10 at a distorted geometry.

Each line ends with the Löwdin spin population.
Positions of all 17 atoms, in Å:
Na  1.24192  -3.71482  -0.21063  0.00
Na  2.03230  0.46366  -0.31661  0.00
Na  -0.59763  3.33093  -0.23691  -0.01
Na  -3.01636  0.50607  3.67069  0.00
Cl  -1.34095  -0.86722  0.28899  0.00
O  -2.42974  -1.34197  -0.51876  0.00
O  -0.23915  -1.70942  0.40903  0.00
O  -0.93471  0.37224  -0.36387  0.00
O  -1.77934  -0.48425  1.53421  0.00
C  3.01073  -1.51293  2.13585  0.00
O  2.29354  -2.40003  1.72678  0.00
O  3.49996  -0.61868  1.37204  0.00
O  3.24165  -1.45362  3.39576  0.00
C  -1.25876  2.35872  -3.25880  -0.01
O  -1.46024  1.16442  -3.11947  0.44
O  -0.27247  2.74087  -3.90703  0.33
O  -1.99082  3.16600  -2.60129  0.24

HOMO level (alpha / beta) ... -0.175 / -0.174 Eh
HOMO-LUMO gap (alpha / beta) ... 0.0755 / 0.0753 Ha
<S²> ... 0.76
2S+1 ... 2

***

The following is a DFT calculation (ωB97M-V/def2-TZVPD) of a structure of composition C27H48N4O3S2Se2Si2W at a distorted geometry.

Each line ends with the Löwdin charge.
Positions of all 89 atoms, in Å:
W  0.21722  0.39739  0.33417  0.77
O  0.90892  4.13499  -3.41303  -0.15
C  0.37542  3.55089  -4.57213  -0.24
C  -0.78758  2.63759  -4.16263  -0.58
C  -1.54608  2.17479  -5.42913  -0.22
O  -0.77078  1.39319  -6.30103  -0.04
C  -1.74558  3.42259  -3.27073  -0.44
Se  -1.18248  3.41519  -1.36883  0.75
C  -0.29968  1.39719  -3.42783  -0.41
Se  0.58362  1.82819  -1.70343  0.71
H  1.51022  4.84859  -3.64643  0.10
H  1.14932  2.97039  -5.09983  0.13
H  -0.01368  4.32009  -5.25873  0.13
H  -1.95338  3.05539  -5.94513  0.13
H  -2.38148  1.53369  -5.13733  0.13
H  -0.08258  1.93799  -6.69673  0.09
H  -2.74158  2.97339  -3.29393  0.07
H  -1.81458  4.46139  -3.59523  0.07
H  0.40902  0.82479  -4.02833  0.09
H  -1.16598  0.77639  -3.19223  0.06
O  -0.46048  2.48539  0.92837  -0.52
N  -0.20528  3.12049  2.04647  -0.19
C  -0.32978  4.45859  2.10767  -0.02
C  -0.02728  5.13909  3.25767  -0.06
C  0.39372  4.42599  4.38737  -0.07
C  0.50192  3.05439  4.30997  -0.08
C  0.21472  2.38789  3.12037  -0.60
S  0.38192  0.70109  2.90327  0.76
H  -0.67958  4.91909  1.19427  0.11
H  -0.10908  6.21309  3.27927  0.10
H  0.62162  4.93899  5.30777  0.10
H  0.82062  2.45149  5.14387  0.11
C  1.07402  -2.02151  4.07157  -0.24
Si  1.41872  -2.42231  2.23137  0.51
C  2.76142  -3.78161  2.38887  -0.17
C  -0.20158  -3.25911  1.62587  -0.17
C  1.79362  -1.12021  0.88167  -0.51
C  1.56622  -1.81081  -0.40363  -0.48
C  2.23612  -2.85591  -1.00383  -0.05
C  1.80752  -3.31171  -2.24703  -0.07
C  0.71002  -2.69151  -2.83523  -0.07
C  0.07772  -1.65801  -2.17133  -0.17
N  0.49822  -1.20961  -0.97363  -0.15
Si  3.35222  -0.03161  0.79897  0.49
C  3.10912  1.80759  1.30717  -0.19
C  4.80392  -0.75131  1.81907  -0.18
C  3.90542  0.04309  -1.03603  -0.17
H  1.19012  -2.93351  4.64897  0.03
H  0.06522  -1.65681  4.22037  -0.01
H  1.75002  -1.28191  4.48267  0.00
H  2.31272  -4.66771  2.82237  0.02
H  3.55682  -3.46101  3.05087  0.02
H  3.20942  -4.07311  1.45037  0.00
H  -0.69538  -3.79421  2.43027  0.03
H  -0.02788  -3.96431  0.81797  0.03
H  -0.88708  -2.49731  1.25507  0.00
H  3.09092  -3.29421  -0.51433  0.10
H  2.31112  -4.13011  -2.73943  0.10
H  0.35732  -2.99861  -3.80963  0.10
H  -0.78168  -1.16451  -2.60343  0.07
H  2.87662  1.91679  2.36167  0.00
H  2.29692  2.26559  0.73317  -0.01
H  4.00812  2.38579  1.11107  0.03
H  4.56142  -0.82031  2.87377  0.02
H  5.69222  -0.13521  1.72407  0.02
H  5.06002  -1.74731  1.47537  0.02
H  3.10232  0.44289  -1.65763  -0.01
H  4.15652  -0.94271  -1.41253  0.02
H  4.77292  0.67929  -1.17303  0.03
C  -3.40868  -3.63651  0.45317  -0.06
N  -3.47058  -2.36821  -0.24403  -0.20
C  -3.23778  -2.48471  -1.66023  -0.10
C  -3.11128  -1.21171  0.40297  -0.67
S  -2.31978  0.03899  -0.40283  0.72
N  -3.51448  -1.10851  1.71657  -0.22
C  -2.93288  -0.05261  2.50577  -0.12
C  -4.89598  -1.39051  2.05667  -0.05
H  -2.54378  -4.20811  0.10127  0.09
H  -4.31338  -4.21691  0.26137  0.09
H  -3.30238  -3.47081  1.51977  0.08
H  -3.91388  -3.23991  -2.06543  0.09
H  -2.20248  -2.77751  -1.87303  0.08
H  -3.44028  -1.53201  -2.14543  0.06
H  -1.86528  0.00569  2.26877  -0.03
H  -3.04708  -0.29531  3.56207  0.10
H  -3.39378  0.92349  2.31107  0.10
H  -5.33938  -2.06521  1.33227  0.08
H  -5.48568  -0.46781  2.07117  0.10
H  -4.94378  -1.84441  3.04797  0.09

HOMO level (alpha / beta) ... -0.190 / -0.183 Eh
HOMO-LUMO gap (alpha / beta) ... 0.2062 / 0.1983 Ha

***

The following is a DFT calculation (ωB97M-V/def2-TZVPD) of a structure of composition C34H30ClMoO2P2S3Sb.

Each line ends with the Löwdin spin population.
Positions of all 74 atoms, in Å:
Mo  0.84017  0.26843  0.47967  0.86
C  -3.23373  0.39083  1.58391  0.00
C  -3.23697  0.67500  0.06356  0.00
P  -3.01524  -0.63076  -1.15931  0.00
C  -4.55126  -1.11142  -1.87618  0.00
C  -5.77669  -0.55035  -1.49931  0.00
C  -6.94082  -0.98998  -2.10885  0.00
C  -6.88410  -1.96505  -3.09338  0.00
C  -5.66641  -2.52382  -3.47091  0.00
C  -4.49953  -2.11262  -2.85881  0.00
C  -2.12201  -2.11287  -0.73862  0.00
C  -2.75522  -3.01028  0.12870  0.00
C  -2.18229  -4.24759  0.36592  0.00
C  -1.00591  -4.60654  -0.28370  0.00
C  -0.40058  -3.73571  -1.17608  0.00
C  -0.95275  -2.48328  -1.40865  0.00
C  -2.20647  1.23463  2.35130  0.02
P  -0.47399  0.68966  2.58055  0.02
C  0.29278  2.03322  3.50431  0.00
C  1.63358  1.85365  3.86335  0.00
C  2.30228  2.82827  4.57528  0.00
C  1.63626  3.99934  4.93311  0.00
C  0.30900  4.17901  4.58491  0.00
C  -0.37043  3.19878  3.86975  0.00
C  -0.54140  -0.77289  3.63497  0.00
C  -0.19321  -0.69208  4.98051  0.00
C  -0.30259  -1.81975  5.78577  0.00
C  -0.76141  -3.01347  5.25382  0.00
C  -1.11455  -3.09022  3.91074  0.00
C  -1.00275  -1.97574  3.10023  0.00
H  -3.17243  -0.66927  1.82671  0.00
H  -4.20453  0.71000  1.96460  0.00
H  -2.51249  1.45516  -0.18357  0.00
H  -4.19918  1.09769  -0.23553  0.00
H  -5.84674  0.21064  -0.73614  0.00
H  -7.88991  -0.56611  -1.81430  0.00
H  -7.79678  -2.29766  -3.56780  0.00
H  -5.63135  -3.28621  -4.23578  0.00
H  -3.55718  -2.56619  -3.14099  0.00
H  -3.70680  -2.75953  0.58590  0.00
H  -2.67010  -4.95024  1.02726  0.00
H  -0.57830  -5.58514  -0.11603  0.00
H  0.49051  -4.03894  -1.70945  0.00
H  -0.49462  -1.83081  -2.13555  0.00
H  -2.54689  1.34586  3.38792  0.00
H  -2.17605  2.24419  1.92831  0.00
H  2.14575  0.93250  3.59487  0.00
H  3.33509  2.68104  4.85844  0.00
H  2.15579  4.76675  5.48819  0.00
H  -0.21170  5.08271  4.86821  0.00
H  -1.40875  3.36680  3.61968  0.00
H  0.15036  0.23984  5.40682  0.00
H  -0.03177  -1.75965  6.82962  0.00
H  -0.84566  -3.88715  5.88363  0.00
H  -1.47210  -4.02425  3.49974  0.00
H  -1.25507  -2.05387  2.04815  0.00
S  4.94741  -0.17701  3.21813  0.02
Sb  4.50373  -0.32202  1.10902  0.01
S  2.36514  1.72246  0.52959  0.01
S  1.67497  -1.59698  0.94530  -0.03
Cl  0.43486  4.49405  -6.56501  0.00
C  0.00684  3.42349  -5.32754  0.01
C  -1.21698  2.74884  -5.39114  0.00
C  -1.56603  1.88227  -4.38643  0.00
C  -0.69219  1.67401  -3.29623  0.00
C  0.54136  2.36200  -3.25126  0.00
C  0.88733  3.22780  -4.25493  0.00
C  -1.02936  0.79036  -2.23513  0.01
O  -2.19953  0.12968  -2.36625  0.01
O  -0.34259  0.54437  -1.21677  0.05
H  -1.87605  2.91763  -6.23019  0.00
H  -2.51027  1.36188  -4.43540  0.00
H  1.21789  2.20610  -2.41929  0.00
H  1.82572  3.76160  -4.23350  0.00

HOMO level (alpha / beta) ... -0.598 / -0.602 Eh
Net charge ... +3
HOMO-LUMO gap (alpha / beta) ... 0.2364 / 0.2444 Ha
<S²> ... 0.76
2S+1 ... 2

***

The following is a DFT calculation (ωB97M-V/def2-TZVPD) of an isolated molecule of C4H9NO2.

Each line ends with the Löwdin charge.
Positions of all 16 atoms, in Å:
C  -1.22933  0.72271  -2.07082  -0.12
N  -0.65644  0.08967  -0.89997  -0.01
C  -1.19278  0.31436  0.22284  -0.25
O  -0.76515  -0.15886  1.39133  -0.05
C  0.40069  -1.00100  1.43082  -0.15
C  1.67399  -0.37651  0.85710  -0.26
O  1.96225  -0.77312  -0.45432  -0.09
H  -0.48282  1.38982  -2.51550  0.08
H  -1.47701  -0.04023  -2.81567  0.08
H  -2.13575  1.30997  -1.86032  0.07
H  -2.08201  0.93601  0.37995  0.15
H  0.51186  -1.19820  2.49894  0.12
H  0.20393  -1.94299  0.90741  0.13
H  1.58888  0.71756  0.96843  0.12
H  2.52008  -0.70354  1.46906  0.12
H  1.14660  -0.57420  -0.95329  0.05

HOMO level ... -0.362 Eh
HOMO-LUMO gap ... 0.3986 Ha
SMILES string ... C/N=C/OCCO